Here is a 2-piece molecular cluster, H6N2 overall from OMol25. Energies are from ωB97M-V/def2-TZVPD.

* orbital gap: 11.240 eV
* energy relative to the best compared isomer or geometry (same formula, charge and spin): 4.4 kJ/mol
* SMILES: N.N
* HOMO energy: -10.074 eV

```
8
Properties=species:S:1:pos:R:3:forces:R:3
N -6.058 -1.020 -5.881 -0.39 -0.14 -0.21
H -6.810 -0.323 -5.864 0.35 -0.31 -0.04
H -6.454 -1.894 -5.520 0.18 0.43 -0.21
H -5.824 -1.182 -6.865 -0.14 0.08 0.49
N -6.179 2.554 -4.218 0.27 0.00 0.38
H -6.621 2.883 -3.354 0.25 -0.15 -0.42
H -5.392 3.183 -4.409 -0.38 -0.33 0.12
H -5.780 1.631 -4.016 -0.14 0.42 -0.12
```
Forces are in eV/Å.

Population analysis type Mulliken, resulting atomic charges in e:
1. N -0.671
2. H 0.232
3. H 0.219
4. H 0.222
5. N -0.669
6. H 0.219
7. H 0.217
8. H 0.230